{"formula": "C36H51Cl2F9InN14", "method": "ωB97M-V/def2-TZVPD", "elements": ["C", "C", "Cl", "C", "Cl", "In", "C", "N", "C", "C", "C", "F", "F", "C", "F", "F", "C", "F", "F", "C", "F", "F", "F", "H", "H", "H", "H", "H", "H", "H", "H", "H", "H", "H", "H", "C", "C", "N", "H", "H", "H", "C", "C", "N", "H", "H", "H", "C", "C", "N", "H", "H", "H", "C", "C", "N", "H", "H", "H", "C", "C", "N", "H", "H", "H", "C", "C", "N", "H", "H", "H", "C", "C", "N", "H", "H", "H", "C", "C", "N", "H", "H", "H", "C", "C", "N", "H", "H", "H", "C", "C", "N", "H", "H", "H", "C", "C", "N", "H", "H", "H", "C", "C", "N", "H", "H", "H", "C", "C", "N", "H", "H", "H"], "coordinates": [[3.25986, 2.30025, -0.02768], [2.80847, 1.56750, -1.27104], [4.00095, 0.37123, -1.82262], [1.63129, 1.76289, -1.86091], [1.24068, 0.78072, -3.29390], [-0.00148, 3.16721, -1.18786], [0.74659, 5.08161, -0.34596], [1.36314, 6.04294, -1.31001], [-1.19962, 3.50656, -3.04597], [-2.71230, 3.74271, -2.95167], [-3.52262, 2.63094, -2.30730], [-2.79885, 1.51832, -2.05875], [-4.53966, 2.22326, -3.15494], [-4.26566, 3.05446, -1.01253], [-3.43190, 3.54699, -0.09833], [-5.13105, 4.04225, -1.35857], [-5.14801, 1.97045, -0.32527], [-6.16169, 1.60973, -1.12581], [-5.68482, 2.53867, 0.77467], [-4.43224, 0.67197, 0.14334], [-4.34966, -0.17685, -0.87371], [-3.23863, 0.88696, 0.62493], [-5.16647, 0.07567, 1.08522], [2.84338, 1.83082, 0.86398], [4.35289, 2.28018, 0.01634], [2.94782, 3.34406, -0.08694], [-0.89531, 2.30272, 0.08591], [1.44520, 4.93389, 0.48476], [-0.12085, 5.58576, 0.10026], [1.91099, 5.54785, -2.00132], [0.65030, 6.57108, -1.79439], [-0.77731, 4.37656, -3.55441], [-1.02964, 2.61820, -3.66277], [-3.12126, 3.82512, -3.97011], [-2.93765, 4.69909, -2.46821], [4.39980, 2.91006, 4.16494], [3.15863, 3.11140, 3.42395], [2.17735, 3.26954, 2.84644], [4.79918, 3.87012, 4.48600], [4.18861, 2.30126, 5.04287], [5.13579, 2.40062, 3.54455], [2.40576, -0.61542, 5.78626], [3.83359, -0.73288, 5.50685], [4.95087, -0.79446, 5.23794], [2.02536, -1.55679, 6.17722], [2.22644, 0.16819, 6.51651], [1.88613, -0.37387, 4.85936], [-1.94632, 0.80185, 6.81279], [-0.67329, 0.57424, 7.48791], [0.34153, 0.39820, 7.99841], [-2.71243, 1.04912, 7.54503], [-1.84291, 1.62565, 6.10841], [-2.24474, -0.09526, 6.27304], [-3.73863, -3.15174, 2.28879], [-3.76448, -2.81906, 3.70826], [-3.78506, -2.55222, 4.82589], [-2.82407, -2.76807, 1.83980], [-3.77279, -4.22934, 2.16301], [-4.59508, -2.69483, 1.79405], [7.99593, 0.20582, -0.27898], [7.40169, 1.29481, 0.48823], [6.94350, 2.14359, 1.11293], [8.97246, 0.50983, -0.65173], [8.11336, -0.67037, 0.35619], [7.35279, -0.05276, -1.11869], [7.63305, -3.42336, 2.67722], [7.97084, -3.66287, 1.27740], [8.23385, -3.85890, 0.17474], [6.67933, -2.90293, 2.74433], [7.54932, -4.37516, 3.19737], [8.40821, -2.81896, 3.14544], [-6.55044, -1.76132, -2.99699], [-6.01936, -2.97803, -3.59769], [-5.59938, -3.93870, -4.06851], [-7.61498, -1.67729, -3.20758], [-6.39754, -1.77988, -1.91934], [-6.03706, -0.89402, -3.41055], [-2.08947, -6.59668, -0.57138], [-2.13919, -6.30306, 0.85754], [-2.17966, -6.05369, 1.97887], [-1.17367, -6.19124, -0.99729], [-2.11187, -7.67340, -0.72791], [-2.94380, -6.14468, -1.07233], [-3.65586, -1.25475, -5.60137], [-2.72946, -1.51299, -6.69861], [-2.00357, -1.71674, -7.56667], [-4.23687, -2.14840, -5.39515], [-3.09225, -0.96682, -4.71324], [-4.33066, -0.44896, -5.87621], [5.15180, -6.03353, -1.00588], [5.10084, -5.72064, 0.41709], [5.06084, -5.42795, 1.52698], [6.10585, -5.70073, -1.41221], [5.04903, -7.10681, -1.15502], [4.34457, -5.51837, -1.52322], [6.11339, 0.54048, 8.62068], [5.49396, 1.86138, 8.58767], [5.01207, 2.90419, 8.56271], [6.93413, 0.50327, 7.90697], [6.49423, 0.33504, 9.61948], [5.38200, -0.21832, 8.34930], [-9.34501, -1.13541, -6.33575], [-7.89390, -1.28117, -6.38092], [-6.75131, -1.39544, -6.41823], [-9.79432, -2.04230, -5.93482], [-9.61122, -0.29138, -5.70183], [-9.72811, -0.96140, -7.33940], [-0.41303, 1.81272, -7.09535], [-0.98274, 3.07868, -6.64581], [-1.43514, 4.04342, -6.21614], [0.58085, 1.97988, -7.50621], [-0.33423, 1.13226, -6.24833], [-1.04792, 1.36595, -7.85853]], "forces_ev_per_a": [[0.23, -0.13, -0.61], [-0.26, 0.19, 0.08], [-0.01, -0.11, -0.05], [0.27, -0.02, -0.14], [0.06, 0.03, 0.11], [-0.24, 0.02, 0.41], [0.01, 0.09, -0.25], [0.18, 0.08, 0.36], [-0.03, -0.25, 0.60], [0.20, 0.21, -0.56], [-0.12, 0.25, -0.03], [0.04, 0.00, 0.06], [0.08, -0.04, -0.02], [-0.22, -0.22, -0.37], [0.24, 0.02, 0.11], [-0.09, 0.08, 0.00], [0.30, 0.08, 0.36], [-0.22, -0.10, -0.18], [0.00, 0.13, 0.11], [-0.24, 0.13, -0.30], [0.00, -0.51, -0.45], [0.53, 0.23, 0.30], [-0.39, -0.13, 0.36], [0.07, 0.12, -0.03], [-0.17, 0.02, 0.17], [-0.14, -0.14, 0.21], [0.09, -0.03, -0.12], [-0.11, -0.03, -0.07], [0.10, -0.07, -0.02], [-0.13, 0.05, -0.12], [0.00, -0.16, -0.14], [-0.03, -0.17, -0.11], [0.08, 0.23, -0.09], [-0.07, 0.04, 0.17], [0.00, -0.19, 0.12], [-0.08, -0.06, 0.01], [-0.13, 0.08, -0.12], [0.14, -0.02, 0.28], [0.00, -0.01, 0.00], [0.10, 0.02, 0.04], [-0.02, 0.02, -0.05], [0.16, -0.06, -0.12], [0.23, 0.07, -0.24], [-0.21, -0.03, 0.23], [-0.03, 0.02, 0.03], [-0.02, 0.00, 0.04], [-0.02, 0.01, 0.03], [0.02, -0.01, 0.01], [0.20, -0.02, 0.03], [-0.28, 0.03, -0.03], [-0.01, 0.00, -0.01], [0.00, -0.01, 0.00], [-0.03, -0.02, -0.01], [-0.10, 0.14, 0.01], [0.02, 0.06, 0.20], [0.02, 0.00, -0.17], [0.01, -0.02, 0.00], [0.04, -0.03, 0.02], [0.02, 0.02, 0.01], [-0.05, 0.02, -0.02], [-0.11, 0.14, 0.16], [0.11, -0.16, -0.08], [-0.01, -0.02, -0.01], [0.00, -0.02, -0.03], [-0.03, 0.02, 0.02], [0.00, 0.02, -0.06], [0.00, -0.09, -0.23], [-0.05, 0.07, 0.26], [0.00, -0.01, 0.01], [-0.04, 0.00, -0.01], [-0.02, 0.00, 0.00], [0.06, 0.07, 0.00], [0.03, -0.22, -0.05], [-0.08, 0.14, 0.14], [0.01, 0.00, 0.00], [0.01, 0.02, -0.01], [-0.01, 0.02, 0.01], [0.01, 0.00, 0.05], [0.01, 0.08, 0.18], [0.00, -0.13, -0.26], [-0.01, 0.00, -0.01], [0.00, 0.01, -0.01], [0.01, 0.00, -0.01], [0.26, 0.09, 0.04], [0.09, -0.04, -0.15], [-0.12, 0.07, 0.14], [-0.03, -0.03, -0.02], [0.00, 0.00, -0.01], [-0.03, 0.00, 0.00], [0.04, -0.02, 0.03], [-0.01, 0.21, 0.13], [0.05, -0.14, -0.09], [0.00, 0.01, 0.01], [0.00, 0.01, -0.01], [0.01, 0.00, 0.00], [-0.02, 0.02, -0.03], [-0.07, 0.17, -0.01], [0.09, -0.19, 0.00], [-0.02, -0.02, -0.01], [-0.01, 0.01, 0.00], [0.02, 0.00, -0.02], [0.04, -0.01, 0.00], [0.19, -0.01, -0.03], [-0.32, 0.04, 0.02], [-0.01, 0.01, -0.01], [-0.01, 0.00, -0.01], [-0.01, 0.00, 0.01], [-0.02, 0.06, -0.03], [-0.07, 0.04, 0.29], [0.00, -0.05, -0.36], [0.00, -0.02, 0.01], [0.02, 0.01, 0.01], [0.02, -0.04, 0.02]], "lowdin_charge": [-0.157, -0.835, 0.531, -0.724, 0.472, 0.643, -0.391, -0.114, -0.288, -0.181, -0.434, 0.089, 0.071, -0.376, 0.149, 0.138, -0.343, 0.149, 0.151, -0.582, 0.163, 0.193, 0.163, 0.057, 0.034, 0.051, -0.070, -0.006, 0.017, 0.026, 0.029, 0.027, -0.002, 0.104, 0.119, -0.061, -0.265, 0.159, 0.082, 0.057, 0.065, -0.079, -0.288, 0.121, 0.082, 0.041, 0.090, -0.058, -0.261, 0.130, 0.082, 0.088, 0.072, -0.077, -0.277, 0.115, 0.088, 0.037, 0.072, -0.062, -0.274, 0.135, 0.081, 0.061, 0.075, -0.079, -0.302, 0.122, 0.080, 0.077, 0.079, -0.067, -0.305, 0.132, 0.075, 0.076, 0.078, -0.063, -0.267, 0.137, 0.085, 0.081, 0.084, -0.091, -0.279, 0.115, 0.031, 0.085, 0.060, -0.068, -0.281, 0.136, 0.076, 0.078, 0.085, -0.077, -0.289, 0.123, 0.081, 0.077, 0.069, -0.064, -0.252, 0.174, 0.083, 0.084, 0.083, -0.066, -0.269, 0.146, 0.081, 0.068, 0.071], "spin_multiplicity": 1, "total_charge": -1, "gap_ev": 5.6, "lumo_ev": 1.5, "homo_energy_ev": -4.111}

=====

{"formula": "C36H51N3NaO2P2Se2", "method": "ωB97M-V/def2-TZVPD", "elements": ["Na", "C", "P", "C", "N", "C", "C", "C", "C", "C", "C", "N", "C", "P", "C", "C", "C", "C", "C", "C", "C", "C", "C", "H", "H", "H", "H", "H", "H", "H", "H", "H", "H", "H", "H", "H", "H", "H", "H", "H", "H", "H", "H", "H", "H", "H", "H", "H", "H", "H", "H", "C", "Se", "C", "C", "Se", "C", "H", "H", "H", "H", "H", "H", "H", "H", "H", "H", "C", "O", "C", "C", "C", "C", "C", "C", "N", "C", "C", "C", "C", "C", "C", "C", "O", "H", "H", "H", "H", "H", "H", "H", "H", "H", "H", "H", "H", "H"], "coordinates": [[0.88956, 0.12039, -0.40961], [-0.70254, -3.26281, 1.48419], [-0.86044, -1.63141, 0.67269], [-1.77574, -0.74181, 1.98749], [-2.34014, -1.48041, 2.90739], [-2.94884, -0.87821, 3.94869], [-3.59914, -1.63711, 4.94139], [-4.21184, -0.99871, 5.98509], [-4.20514, 0.40449, 6.08359], [-3.57624, 1.17019, 5.14189], [-2.93404, 0.54309, 4.05799], [-2.29234, 1.27809, 3.13209], [-1.73944, 0.67529, 2.11479], [-0.83194, 1.76409, 0.94879], [0.50336, 2.22909, 2.12199], [-1.87774, 3.34579, 0.91779], [-3.29104, 2.94899, 0.49019], [-1.23484, 4.22499, -0.15861], [-1.93024, 4.12569, 2.22999], [-2.19004, -1.97201, -0.62361], [-2.37234, -0.68411, -1.42011], [-3.52684, -2.41601, -0.04151], [-1.64084, -3.06161, -1.54441], [-1.67534, -3.69461, 1.71179], [-0.15564, -3.11861, 2.41679], [-0.13124, -3.92501, 0.83469], [-3.60224, -2.71201, 4.84789], [-4.71234, -1.57491, 6.74729], [-4.70634, 0.87239, 6.91629], [-3.56514, 2.24769, 5.20339], [1.08506, 3.04229, 1.69299], [1.14936, 1.36359, 2.26539], [0.07726, 2.52869, 3.07669], [-3.27124, 2.36649, -0.43231], [-3.89794, 3.83609, 0.31609], [-3.77284, 2.36019, 1.26899], [-1.27384, 3.73749, -1.12911], [-0.19314, 4.43409, 0.08289], [-1.75884, 5.17549, -0.23291], [-2.25564, 3.48779, 3.04619], [-2.64564, 4.94069, 2.12709], [-0.96324, 4.56229, 2.46929], [-2.70224, 0.12549, -0.76881], [-3.12684, -0.83431, -2.19151], [-1.43334, -0.39461, -1.89751], [-3.94694, -1.66561, 0.62409], [-3.43984, -3.35111, 0.50329], [-4.22884, -2.57651, -0.85701], [-0.60734, -2.85151, -1.82191], [-2.22824, -3.10461, -2.45851], [-1.68724, -4.03891, -1.07211], [1.66356, -0.05191, 5.26539], [1.32146, -1.16661, 3.70119], [3.13836, -1.84821, 3.36019], [4.08306, -0.82201, 2.78179], [3.54586, -0.20761, 0.98129], [4.67036, 1.37199, 1.01819], [0.69616, 0.31919, 5.59889], [2.30466, 0.78469, 5.00179], [2.11266, -0.65611, 6.05099], [2.99996, -2.67701, 2.66149], [3.50566, -2.23261, 4.31599], [5.08176, -1.25761, 2.67089], [4.14746, 0.06849, 3.41169], [5.69896, 1.06209, 1.19749], [4.32826, 2.03909, 1.80969], [4.59856, 1.85659, 0.04899], [1.23526, -0.89611, -7.05981], [1.76996, -0.24531, -5.92591], [0.92156, 0.44739, -5.12391], [-0.46294, 0.41179, -5.23581], [-1.25794, 1.18619, -4.41331], [-0.68684, 2.01099, -3.46441], [0.68816, 2.07069, -3.34311], [1.49826, 1.29719, -4.15751], [2.90146, 1.43429, -4.12261], [3.75176, 0.41849, -4.17361], [3.49606, -0.86201, -3.69181], [4.22026, -1.95321, -4.23851], [4.01976, -3.22851, -3.81041], [3.12866, -3.46751, -2.74471], [2.45486, -2.44661, -2.15171], [2.59526, -1.09081, -2.57611], [2.04846, -0.14861, -1.93851], [2.08666, -1.34721, -7.56421], [0.74856, -0.18161, -7.73031], [0.52726, -1.67911, -6.77851], [-0.93174, -0.21521, -5.97651], [-2.32954, 1.15689, -4.53561], [-1.31624, 2.62449, -2.84101], [1.14966, 2.72759, -2.62061], [3.26146, 2.36989, -4.27431], [4.72386, 0.62209, -4.61061], [4.89856, -1.74541, -5.05191], [4.54016, -4.05631, -4.27121], [2.99766, -4.47651, -2.38491], [1.78366, -2.62491, -1.32191]], "forces_ev_per_a": [[-0.57, 0.41, 1.02], [0.14, 0.08, -0.06], [-0.49, -0.69, -0.20], [0.07, -0.04, 0.26], [-0.19, -0.30, -0.03], [-0.04, 0.74, 0.10], [-0.10, 0.02, 0.19], [0.10, -0.34, -0.19], [0.09, 0.28, -0.11], [-0.15, -0.05, 0.26], [-0.04, -0.79, 0.00], [-0.07, 0.04, 0.06], [-0.12, 0.07, 0.03], [-0.19, 0.81, 0.26], [-0.02, -0.04, -0.16], [0.03, -0.20, -0.16], [0.14, -0.10, 0.04], [0.00, -0.20, 0.08], [0.01, -0.12, 0.01], [0.06, 0.06, 0.15], [0.12, -0.09, 0.18], [0.16, 0.11, 0.02], [0.11, 0.12, 0.12], [0.08, -0.01, 0.02], [-0.06, -0.13, -0.03], [0.00, -0.04, 0.00], [0.01, -0.11, 0.00], [-0.06, -0.08, 0.07], [-0.04, 0.08, 0.08], [0.03, 0.10, -0.01], [0.11, 0.10, 0.03], [0.11, 0.00, 0.06], [0.03, 0.05, 0.07], [-0.07, -0.04, -0.08], [-0.03, 0.12, -0.03], [-0.10, -0.03, -0.02], [0.03, 0.01, -0.12], [0.11, 0.09, -0.03], [-0.08, 0.12, 0.02], [0.06, 0.17, 0.00], [-0.04, 0.14, -0.09], [0.09, 0.05, 0.07], [-0.04, 0.13, -0.05], [-0.05, 0.04, -0.12], [-0.05, 0.11, -0.11], [-0.08, 0.05, 0.05], [-0.02, -0.10, 0.12], [-0.14, -0.03, -0.13], [0.11, -0.05, -0.12], [-0.12, -0.01, -0.13], [0.06, -0.13, 0.04], [0.14, -0.17, -0.18], [0.06, -0.15, 0.08], [-0.46, 0.21, 0.10], [0.11, 0.21, -0.25], [0.19, -0.29, 0.31], [0.05, -0.07, 0.11], [0.02, -0.01, -0.03], [0.01, 0.05, 0.06], [-0.01, 0.06, 0.00], [0.00, -0.05, 0.18], [0.04, -0.04, -0.21], [-0.11, 0.13, 0.06], [0.03, -0.10, -0.02], [-0.05, 0.10, -0.03], [0.06, 0.01, -0.12], [-0.01, 0.05, -0.01], [-0.09, -0.14, -0.28], [-0.09, 0.31, 0.40], [0.21, 0.22, 0.03], [0.04, -0.24, -0.13], [0.02, 0.01, 0.01], [-0.13, 0.19, 0.05], [0.12, -0.09, -0.13], [-0.58, -0.11, -0.22], [0.57, 0.21, -0.04], [-0.09, -0.07, 0.25], [-0.17, -0.05, 0.30], [0.00, -0.20, -0.01], [0.36, 0.03, -0.36], [-0.17, 0.17, 0.11], [-0.15, -0.18, 0.07], [0.31, 0.25, -0.11], [0.85, -0.34, -1.38], [-0.08, 0.00, -0.01], [0.00, -0.05, 0.04], [0.04, 0.01, 0.00], [0.01, -0.05, -0.10], [-0.11, -0.03, 0.03], [-0.04, 0.05, 0.07], [0.07, 0.05, 0.11], [-0.03, -0.23, -0.15], [0.00, 0.14, -0.05], [0.16, -0.05, -0.12], [0.05, 0.03, 0.00], [-0.05, -0.13, 0.04], [-0.02, -0.05, 0.09]], "lowdin_charge": [0.019, -0.261, 1.025, -0.432, 0.140, -0.196, -0.001, -0.061, -0.061, -0.004, -0.196, 0.127, -0.406, 1.049, -0.255, -0.703, -0.093, -0.102, -0.095, -0.710, -0.105, -0.080, -0.090, 0.040, -0.016, 0.042, 0.117, 0.109, 0.109, 0.115, 0.046, -0.032, 0.046, 0.065, 0.090, 0.074, 0.043, 0.075, 0.093, 0.051, 0.089, 0.077, 0.052, 0.094, 0.061, 0.076, 0.074, 0.090, 0.063, 0.091, 0.080, -0.375, 0.914, -0.539, -0.534, 0.957, -0.380, 0.018, 0.019, 0.026, 0.061, 0.072, 0.074, 0.062, 0.029, 0.027, 0.019, -0.054, -0.082, -0.197, 0.001, -0.071, -0.086, -0.016, -0.177, 0.132, 0.009, -0.139, -0.033, -0.082, -0.054, -0.014, -0.345, -0.155, 0.099, 0.105, 0.098, 0.110, 0.115, 0.085, 0.123, 0.173, 0.151, 0.118, 0.105, 0.112, 0.095], "spin_multiplicity": 1, "total_charge": 1, "relative_energy_kj_mol": 74.1, "gap_ev": 7.4, "lumo_ev": -2.8, "homo_energy_ev": -10.201}